# 1
47
Properties=species:S:1:pos:R:3 method="wB97M-V/def2-TZVPD" gap_ev="6.50 / 5.99" max_force_ha_per_bohr=0.0584 lumo_ev="-7.584 / -8.635" de_lowest_kj_mol=92.8 charge=+2 energy_ev=-124001.1534 multiplicity=5
Os 1.209 -16.224 0.817
Br 2.623 -22.206 8.403
C 1.347 -22.357 7.077
C 1.808 -22.291 5.784
C 0.887 -22.310 4.760
C -0.480 -22.487 5.072
C -0.929 -22.698 6.382
C 0.014 -22.625 7.381
N -1.400 -22.450 3.988
N -1.398 -21.939 2.933
C -0.739 -20.897 2.259
C -0.584 -21.074 0.812
C -0.122 -20.072 0.016
C 0.196 -18.837 0.560
O 0.690 -17.877 -0.146
C 0.051 -18.632 1.991
N 0.304 -17.350 2.391
C 0.061 -16.983 3.645
C -0.536 -17.856 4.527
C -0.794 -19.134 4.158
C -0.490 -19.600 2.862
H 2.902 -22.141 5.572
H 1.315 -22.204 3.786
H -2.028 -22.762 6.507
H -0.258 -22.710 8.377
H -0.655 -22.115 0.399
H 0.100 -20.242 -1.052
H 0.166 -15.971 3.934
H -0.845 -17.659 5.493
H -1.208 -19.886 4.809
S 2.590 -15.246 -0.680
C 3.003 -16.571 -1.632
N 3.241 -17.429 -2.371
F 3.865 -10.900 4.237
C 2.523 -11.079 4.308
F 2.245 -11.419 5.568
F 1.897 -9.946 3.976
C 2.166 -12.235 3.386
C 3.161 -13.068 2.996
C 2.876 -14.171 2.289
N 1.609 -14.504 1.993
C 0.612 -13.655 2.329
C 0.867 -12.512 3.027
H 4.143 -12.847 3.320
H 3.724 -14.828 1.985
H -0.419 -14.032 2.111
H 0.026 -11.956 3.346

=====

# 2
45
Properties=species:S:1:pos:R:3 method="wB97M-V/def2-TZVPD" gap_ev=7.88 max_force_ha_per_bohr=0.0191 lumo_ev=-3.049 de_lowest_kj_mol=0.0 charge=+1 energy_ev=-38072.3644
Ir -0.293 0.571 0.306
N 0.038 0.444 2.325
N 1.357 0.063 2.653
C 2.159 -0.459 1.686
N 3.326 -0.947 2.074
N 1.665 -0.408 0.453
N 2.439 -0.850 -0.617
O 1.894 -0.836 -1.687
O 3.582 -1.236 -0.424
H -0.179 1.291 2.847
H -0.612 -0.310 2.556
H 1.547 -0.163 3.617
H 3.619 -0.930 3.036
H 3.947 -1.285 1.351
C -1.077 -0.530 -3.736
C -1.052 -0.648 -2.245
O -0.684 0.403 -1.662
C -1.458 -1.877 -1.594
C -1.991 -2.910 -2.407
C -2.437 -4.092 -1.888
C -2.364 -4.298 -0.500
C -1.857 -3.330 0.325
C -1.392 -2.101 -0.184
O -0.902 -1.265 0.703
H -0.492 0.340 -4.021
H -2.107 -0.383 -4.070
H -0.677 -1.413 -4.226
H -2.061 -2.757 -3.474
H -2.842 -4.855 -2.537
H -2.715 -5.229 -0.073
H -1.799 -3.475 1.395
F 3.162 4.218 1.400
C 1.951 3.745 1.079
C 0.922 3.900 2.031
C -0.320 3.421 1.747
C -0.601 2.782 0.498
C -1.816 1.968 0.299
C 0.444 2.683 -0.444
C 1.739 3.180 -0.135
H 1.138 4.414 2.959
H -1.132 3.560 2.454
H -2.309 2.023 -0.667
H -2.522 2.030 1.125
H 0.226 2.407 -1.464
H 2.536 3.145 -0.865

=====

# 3
10
Properties=species:S:1:pos:R:3 method="wB97M-V/def2-TZVPD" gap_ev=10.25 max_force_ha_per_bohr=0.0355 lumo_ev=0.499 de_lowest_kj_mol=85.9 smiles="N=C=CC=O.N#N" charge=0 energy_ev=-9676.5637
N 2.235 -0.421 0.701
C 1.112 -0.712 0.337
C -0.112 -1.041 -0.041
C -1.289 -0.395 0.566
O -1.328 0.152 1.648
H 2.643 0.409 0.276
H -0.225 -1.642 -0.937
H -2.169 -0.382 -0.109
N 0.095 1.891 -1.312
N -0.962 2.140 -1.128

=====

# 4
81
Properties=species:S:1:pos:R:3 method="wB97M-V/def2-TZVPD" gap_ev=5.30 max_force_ha_per_bohr=0.0183 lumo_ev=0.831 charge=-1 energy_ev=-49694.3626
C -1.249 -6.469 0.996
C 0.162 -5.966 1.351
O 0.543 -6.198 2.695
C -0.227 -5.505 3.649
C -0.177 -3.996 3.513
O 1.147 -3.552 3.501
C 1.233 -2.139 3.369
C 0.939 -1.711 1.941
O 1.544 -0.483 1.652
C 0.776 0.302 0.708
Al 0.328 -0.604 -1.104
C -1.043 0.535 -2.084
C -1.643 0.048 -3.417
C -2.580 -1.164 -3.395
C -1.844 -2.519 -3.252
C -3.761 -1.026 -2.425
C -3.450 -1.294 -0.939
C -4.348 -2.344 -0.335
C -5.646 -2.194 -0.014
C -6.296 -0.858 0.207
C -6.506 -3.436 0.175
H -1.684 -6.973 1.860
H -1.907 -5.638 0.750
H -1.208 -7.174 0.171
H 0.890 -6.509 0.751
H 0.276 -4.916 1.071
H -1.273 -5.831 3.668
H 0.199 -5.779 4.617
H -0.762 -3.563 4.337
H -0.707 -3.721 2.591
H 2.226 -1.835 3.693
H 0.506 -1.664 4.041
H -0.143 -1.662 1.781
H 1.299 -2.483 1.249
H -0.171 0.625 1.175
H 1.372 1.196 0.509
H -0.232 -2.091 -0.744
H 1.711 -0.788 -1.948
H -1.826 0.805 -1.367
H -0.519 1.470 -2.318
H -2.237 0.876 -3.830
H -0.828 -0.155 -4.116
H -3.026 -1.198 -4.396
H -2.103 -3.171 -4.089
H -0.771 -2.347 -3.327
H -2.056 -3.024 -2.315
H -4.229 -0.047 -2.557
H -4.517 -1.749 -2.749
H -3.576 -0.360 -0.386
H -2.412 -1.587 -0.789
H -3.899 -3.314 -0.122
H -6.800 -0.858 1.178
H -7.061 -0.608 -0.535
H -5.570 -0.049 0.213
H -5.978 -4.128 0.834
H -6.610 -3.918 -0.795
H -7.483 -3.204 0.594
C 6.278 7.764 -2.616
C 5.219 7.374 -3.429
C 4.205 6.582 -2.918
C 4.250 6.167 -1.593
C 5.322 6.542 -0.783
C 6.330 7.349 -1.297
C 5.413 6.076 0.631
O 6.345 6.413 1.334
C 4.338 5.187 1.145
C 4.428 4.698 2.441
C 3.430 3.879 2.941
C 2.333 3.547 2.153
C 2.240 4.026 0.857
C 3.242 4.842 0.346
C 3.138 5.327 -1.057
O 2.183 5.055 -1.751
H 7.066 8.389 -3.015
H 5.185 7.690 -4.464
H 3.376 6.277 -3.541
H 7.152 7.643 -0.658
H 5.281 4.960 3.051
H 3.504 3.495 3.950
H 1.555 2.905 2.545
H 1.395 3.764 0.236

=====

# 5
15
Properties=species:S:1:pos:R:3 method="wB97M-V/def2-TZVPD" gap_ev=9.22 max_force_ha_per_bohr=0.0066 lumo_ev=0.408 de_lowest_kj_mol=467.9 charge=0 energy_ev=-9404.9826
C -0.967 -1.506 0.411
C 0.102 -0.453 0.332
O 1.228 -0.684 1.194
C 0.703 0.024 -0.999
C 0.518 1.439 -0.454
O -0.779 1.872 -0.884
C -0.047 0.966 0.889
H -1.790 -1.248 -0.261
H -0.572 -2.488 0.127
H -1.369 -1.565 1.429
H 0.889 -0.675 2.105
H 1.736 -0.304 -1.141
H 0.113 -0.175 -1.897
H 1.287 2.210 -0.566
H -1.052 2.585 -0.287

=====

# 6
82
Properties=species:S:1:pos:R:3 method="wB97M-V/def2-TZVPD" gap_ev=6.63 max_force_ha_per_bohr=0.0157 lumo_ev=4.248 charge=-2 energy_ev=-108702.8969
Y -0.355 -1.084 -0.146
N -1.890 -5.050 1.622
C -1.708 -3.681 1.672
S -2.842 -2.672 0.842
N -0.711 -3.301 2.429
N -0.403 -1.964 2.347
C 0.026 -1.474 3.446
C 0.487 -0.092 3.633
C 0.845 0.305 4.923
C 1.211 1.617 5.148
C 1.208 2.498 4.079
C 0.857 2.006 2.829
N 0.512 0.748 2.600
H -2.441 -5.321 0.821
H -1.015 -5.548 1.697
H 0.039 -2.124 4.321
H 0.828 -0.419 5.728
H 1.492 1.948 6.141
H 1.481 3.538 4.198
H 0.850 2.665 1.970
O -2.660 -3.456 -2.399
P -1.550 -2.609 -3.162
O -1.922 -2.426 -4.573
O -1.176 -1.402 -2.304
O -0.208 -3.567 -3.075
P 0.699 -3.384 -1.760
O 1.646 -4.682 -1.826
O 1.490 -2.124 -1.807
O -0.187 -3.473 -0.547
H -2.630 -3.349 -1.426
H 2.477 -4.433 -2.239
C -0.571 2.028 -2.384
C 0.157 3.232 -3.036
N 1.607 3.137 -2.851
C 2.050 1.845 -3.388
C 1.363 0.668 -2.653
N 0.395 1.186 -1.668
C 1.092 2.036 -0.687
C 1.882 3.154 -1.411
H -1.059 1.403 -3.132
H -1.333 2.358 -1.682
H -0.176 4.175 -2.593
H -0.050 3.280 -4.108
H 3.137 1.788 -3.280
H 1.822 1.834 -4.457
H 2.073 0.046 -2.127
H 0.815 0.016 -3.333
H 1.744 1.405 -0.083
H 0.317 2.449 -0.037
H 2.957 3.025 -1.269
H 1.611 4.142 -1.026
F 4.415 -3.129 1.612
C 3.460 -2.669 0.767
F 2.333 -3.292 1.078
F 3.848 -3.071 -0.452
C 3.274 -1.101 0.861
O 2.051 -0.678 0.588
C 3.683 -0.710 2.329
F 3.363 0.559 2.602
F 3.039 -1.491 3.209
F 5.000 -0.830 2.602
C 4.346 -0.443 -0.079
F 5.587 -0.956 0.074
F 4.450 0.879 0.171
F 4.036 -0.567 -1.364
C -5.317 2.045 -2.165
C -4.426 1.049 -2.617
C -3.438 0.581 -1.796
C -3.254 1.051 -0.466
C -2.196 0.521 0.382
C -2.355 0.889 1.705
C -3.307 1.814 2.196
C -4.197 2.404 1.352
C -4.213 2.001 -0.004
C -5.209 2.501 -0.883
H -6.095 2.423 -2.819
H -4.520 0.645 -3.619
H -2.766 -0.182 -2.159
H -1.727 0.438 2.457
H -3.316 2.052 3.256
H -4.926 3.129 1.702
H -5.907 3.240 -0.499

=====

# 7
101
Properties=species:S:1:pos:R:3 method="wB97M-V/def2-TZVPD" gap_ev="6.09 / 6.08" max_force_ha_per_bohr=0.0088 lumo_ev="-3.384 / -3.384" de_lowest_kj_mol=0.0 charge=+1 energy_ev=-212878.4039
In -0.181 -0.811 -0.091
C -0.445 1.797 -5.404
C 0.307 2.270 -4.337
C -0.012 1.907 -3.037
C -1.086 1.053 -2.792
C -1.858 0.609 -3.863
C -1.538 0.976 -5.159
N -1.396 0.621 -1.485
C -2.519 1.063 -0.946
C -3.270 2.188 -1.433
C -4.383 2.616 -0.783
C -4.884 1.971 0.383
C -4.239 0.873 0.855
C -3.063 0.412 0.211
N -2.421 -0.727 0.547
N -2.953 -1.554 1.342
C -2.191 -2.723 1.517
C -2.666 -3.661 2.429
C -1.972 -4.844 2.573
C -0.836 -5.061 1.799
C -0.436 -4.066 0.926
N -1.091 -2.914 0.791
H -0.198 2.086 -6.416
H 1.143 2.935 -4.516
H 0.553 2.286 -2.198
H -2.709 -0.033 -3.667
H -2.145 0.621 -5.981
H -2.914 2.706 -2.313
H -4.906 3.486 -1.160
H -5.769 2.350 0.871
H -4.589 0.334 1.724
H -3.562 -3.439 2.990
H -2.310 -5.594 3.275
H -0.271 -5.978 1.869
H 0.445 -4.186 0.309
Br 5.152 0.249 -4.504
C 3.709 0.018 -3.327
C 3.742 0.583 -2.061
C 2.651 0.384 -1.238
N 1.578 -0.305 -1.614
C 1.562 -0.868 -2.819
C 2.616 -0.733 -3.715
C 0.359 -1.679 -3.151
C 0.063 -2.038 -4.457
C -1.083 -2.777 -4.691
Br -1.552 -3.238 -6.446
C -1.893 -3.146 -3.629
C -1.516 -2.744 -2.361
N -0.417 -2.034 -2.121
H 4.594 1.152 -1.720
H 2.623 0.797 -0.240
H 2.596 -1.206 -4.684
H 0.675 -1.709 -5.281
H -2.794 -3.721 -3.779
H -2.119 -2.996 -1.499
C 2.809 -3.400 -1.089
C 2.815 -2.763 0.271
C 3.855 -2.977 1.150
C 3.789 -2.375 2.406
C 2.717 -1.589 2.749
C 1.684 -1.390 1.809
N 1.766 -1.999 0.604
N 0.574 -0.617 1.963
Si 0.015 -0.350 3.612
C 1.047 0.901 4.564
C -1.719 0.347 3.724
C 0.052 -1.997 4.524
H 3.106 -4.446 -1.020
H 3.519 -2.905 -1.755
H 1.820 -3.352 -1.540
H 4.687 -3.606 0.869
H 4.589 -2.525 3.119
H 2.674 -1.120 3.718
H 0.791 1.916 4.260
H 2.126 0.796 4.475
H 0.796 0.814 5.624
H -1.773 1.396 3.441
H -1.971 0.304 4.786
H -2.491 -0.199 3.190
H 0.959 -2.128 5.113
H -0.013 -2.839 3.832
H -0.792 -2.068 5.212
O 0.510 1.818 0.076
C 0.027 2.920 0.274
C -1.045 3.177 1.286
C -0.398 4.055 2.386
C 1.132 3.907 2.536
C 1.987 4.751 1.574
C 1.967 4.284 0.120
N 0.578 4.052 -0.305
H -1.373 2.215 1.669
H -1.910 3.671 0.838
H -0.878 3.812 3.335
H -0.627 5.108 2.200
H 1.414 2.852 2.455
H 1.395 4.204 3.553
H 3.021 4.765 1.927
H 1.639 5.789 1.618
H 2.502 3.343 -0.005
H 2.429 5.017 -0.542
H 0.016 4.871 -0.101

=====

# 8
43
Properties=species:S:1:pos:R:3 method="wB97M-V/def2-TZVPD" gap_ev="4.14 / 4.14" max_force_ha_per_bohr=0.0497 lumo_ev="-10.062 / -10.059" charge=+2 energy_ev=-54438.9960
Ru 0.234 0.362 -0.885
C 3.153 -2.076 0.977
C 2.398 -1.062 0.208
N 1.087 -1.067 0.101
N 0.336 -2.039 0.611
C -0.969 -1.867 0.252
O -1.343 -0.867 -0.468
C -1.913 -2.861 0.705
C -1.504 -3.901 1.559
C -2.435 -4.815 2.012
C -3.764 -4.704 1.612
C -4.175 -3.684 0.756
C -3.258 -2.760 0.304
C 3.041 0.022 -0.545
C 4.415 0.171 -0.600
C 4.960 1.182 -1.391
C 4.112 2.005 -2.109
C 2.741 1.813 -2.005
N 2.214 0.859 -1.242
H 2.481 -2.798 1.428
H 3.734 -1.582 1.759
H 3.858 -2.600 0.328
H -0.470 -3.985 1.854
H -2.133 -5.616 2.670
H -4.489 -5.423 1.968
H -5.209 -3.621 0.449
H -3.558 -1.964 -0.363
H 5.054 -0.495 -0.039
H 6.032 1.314 -1.442
H 4.491 2.791 -2.744
H 2.043 2.444 -2.544
F -3.348 5.935 -1.168
C -2.592 4.963 -0.735
C -2.151 3.987 -1.638
F -2.491 4.045 -2.906
C -1.356 2.980 -1.142
F -0.885 1.990 -1.982
C -0.974 2.887 0.190
S 0.032 1.589 0.745
C -1.426 3.877 1.069
F -1.083 3.822 2.341
C -2.233 4.911 0.613
F -2.660 5.838 1.436

=====

# 9
14
Properties=species:S:1:pos:R:3 method="wB97M-V/def2-TZVPD" gap_ev=8.70 max_force_ha_per_bohr=0.0689 lumo_ev=0.421 de_lowest_kj_mol=749.7 charge=0 energy_ev=-8261.5564
N 1.554 0.024 -0.979
C -1.146 -0.534 -0.901
O 0.641 -0.898 -0.358
N -1.228 0.616 -1.431
H 0.932 0.780 -1.298
H 2.085 0.399 -0.191
H -1.744 0.634 -2.307
H -1.456 -1.495 -1.318
C 0.114 -0.531 1.156
C 0.394 0.673 1.683
H 0.516 0.768 2.754
H 0.201 -1.462 1.702
H -1.174 -0.549 0.400
H 0.311 1.576 1.090